Record 1
The following is a quantum chemistry calculation of an isolated molecule of C5H5FIN at a distorted geometry, from OMol25.

```
! RIJCOSX wB97M-V def2-TZVPD def2/J DEFGRID3
* xyz 0 1
C -1.17 0.75 -0.52
C -1.49 -0.46 -0.81
C 1.03 -1.79 -0.23
C 0.23 1.08 -0.13
C 0.85 0.25 0.94
N 1.40 -0.98 0.61
F 1.51 -3.00 -0.63
I -3.19 -1.58 -1.31
H -1.88 1.57 -0.38
H 0.96 1.22 -0.98
H 0.10 1.95 0.38
H 1.62 0.86 1.30
H 0.03 0.14 1.77
*
```

For the HOMO-LUMO gap (spin up / spin down), the calculation gives 8.03 / 7.81 eV. The energy above the lowest of the compared OMol25 structures with the same formula, charge and spin comes out at 472.4 kJ/mol. Its HOMO energy (spin up / spin down) is -8.526 / -8.571 eV.

***

Record 2
The following is a quantum chemistry calculation of a cluster of 2 separate species, C5H5FO in total at a distorted geometry, from OMol25.

```
! RIJCOSX wB97M-V def2-TZVPD def2/J DEFGRID3
* xyz 0 1
C 0.47 -0.28 1.58
C 1.31 -0.19 0.59
C 2.10 0.26 -0.39
O 1.78 -0.17 -1.73
H -0.31 0.47 1.54
H 0.37 -1.21 2.20
H 2.97 0.84 -0.40
H 0.86 -0.50 -1.79
C -2.63 0.82 -0.39
C -2.15 -0.26 -0.26
F -1.78 -1.55 -0.33
H -3.00 1.78 -0.61
*
```

For the HOMO-LUMO gap, the calculation gives 9.53 eV. The energy above the lowest of the compared OMol25 structures with the same formula, charge and spin comes out at 467.8 kJ/mol. Its HOMO energy is -8.895 eV.

***

Record 3
The following is a quantum chemistry calculation of an isolated molecule of C5H5FO3 at a distorted geometry, from OMol25.

```
! RIJCOSX wB97M-V def2-TZVPD def2/J DEFGRID3
* xyz 0 1
O -3.03 1.41 -0.62
C -2.11 0.75 -0.34
C -0.69 1.27 0.08
C 0.07 -0.08 0.40
C -0.88 -1.13 -0.13
O -2.07 -0.59 -0.41
O -0.75 -2.46 0.28
C -0.46 -2.52 -1.05
F -1.50 -3.16 -1.76
H -0.33 1.44 -0.93
H -0.73 1.96 0.96
H 1.13 -0.14 0.14
H 0.01 -0.35 1.50
H 0.52 -2.80 -1.34
*
```

For the HOMO-LUMO gap, the calculation gives 10.12 eV. The energy above the lowest of the compared OMol25 structures with the same formula, charge and spin comes out at 100.8 kJ/mol. Its HOMO energy is -9.473 eV.

***

> What is the formula in the second record?

C5H5FO

***

What did the third record say?
The following is a quantum chemistry calculation of an isolated molecule of C5H5FO3 at a distorted geometry, from OMol25.

```
! RIJCOSX wB97M-V def2-TZVPD def2/J DEFGRID3
* xyz 0 1
O -3.03 1.41 -0.62
C -2.11 0.75 -0.34
C -0.69 1.27 0.08
C 0.07 -0.08 0.40
C -0.88 -1.13 -0.13
O -2.07 -0.59 -0.41
O -0.75 -2.46 0.28
C -0.46 -2.52 -1.05
F -1.50 -3.16 -1.76
H -0.33 1.44 -0.93
H -0.73 1.96 0.96
H 1.13 -0.14 0.14
H 0.01 -0.35 1.50
H 0.52 -2.80 -1.34
*
```

For the HOMO-LUMO gap, the calculation gives 10.12 eV. The energy above the lowest of the compared OMol25 structures with the same formula, charge and spin comes out at 100.8 kJ/mol. Its HOMO energy is -9.473 eV.